This record from the OMol25 dataset describes a 3-piece molecular cluster, C20H54I2N8O3P2 overall at a distorted geometry. The level of theory is ωB97M-V/def2-TZVPD.

Each atom is followed by the atoms it is bonded to, with distances in Å.
Positions of all 89 atoms, in Å:
1 C 1.0672 5.9023 6.0678  C2 1.524, H14 1.087, H15 1.088, H16 1.091
2 C 0.4143 6.9194 5.1397  C1 1.524, N3 1.463, H17 1.095, H18 1.093
3 N 0.9966 6.9652 3.7980  C2 1.463, C4 1.481, H19 1.012
4 C 2.3850 7.4708 3.7025  N3 1.481, N5 1.453, C6 1.533, H20 1.090
5 N 2.8276 8.3760 4.7492  C4 1.453, H21 1.009, H22 1.008
6 C 3.4253 6.3552 3.5469  C4 1.533, O7 1.438, C10 1.534, H23 1.095
7 O 4.6442 7.0375 3.2063  C6 1.438, C8 1.387
8 C 5.7551 6.4740 3.8161  O7 1.387, I9 2.156, H24 1.089, H25 1.089
9 I 7.4341 7.7770 3.4516  C8 2.156
10 C 3.1629 5.3383 2.4286  C6 1.534, I11 2.156, C12 1.520, H26 1.091
11 I 2.9614 6.2680 0.4941  C10 2.156
12 C 2.0472 4.3377 2.6828  C10 1.520, C13 1.553, H27 1.085, H28 1.092
13 C 2.0443 3.1573 1.6735  C12 1.553, H29 1.088, H30 1.087, H31 1.087
14 H 2.1538 5.9421 6.0649  C1 1.087
15 H 0.7554 4.8835 5.8476  C1 1.088
16 H 0.7417 6.1219 7.0857  C1 1.091
17 H 0.3172 7.8988 5.6186  C2 1.095
18 H -0.6139 6.5746 5.0054  C2 1.093
19 H 0.4485 7.6343 3.2719  N3 1.012
20 H 2.4332 8.0424 2.7759  C4 1.090
21 H 3.0081 7.9093 5.6258  N5 1.009
22 H 2.1762 9.1342 4.8816  N5 1.008
23 H 3.5912 5.7908 4.4708  C6 1.095
24 H 5.6584 6.4373 4.8999  C8 1.089
25 H 6.0493 5.5213 3.3779  C8 1.089
26 H 4.0791 4.7525 2.3415  C10 1.091
27 H 1.0860 4.8307 2.5801  C12 1.085
28 H 2.0647 3.9488 3.7026  C12 1.092
29 H 2.1757 2.2269 2.2222  C13 1.088
30 H 2.8068 3.2585 0.9056  C13 1.087
31 H 1.0753 3.1004 1.1846  C13 1.087
32 C 0.5824 1.1175 -3.5985  N33 1.443, H43 1.097, H44 1.099, H45 1.085
33 N 1.6827 0.7114 -2.7574  C32 1.443, C34 1.453, P35 1.721
34 C 2.6180 1.7933 -2.4989  N33 1.453, H46 1.098, H47 1.092, H48 1.093
35 P 1.8857 -0.7047 -1.8007  N33 1.721, O36 1.500, N37 1.740, N40 1.723
36 O 1.6732 -0.1842 -0.4101  P35 1.500
37 N 0.5507 -1.8167 -1.8971  P35 1.740, C38 1.462, C39 1.459
38 C -0.8056 -1.3414 -2.1682  N37 1.462, H49 1.097, H50 1.091, H51 1.092
39 C 0.5361 -2.7113 -0.7445  N37 1.459, H52 1.096, H53 1.094, H54 1.090
40 N 2.7538 -1.6334 -2.9636  P35 1.723, C41 1.460, C42 1.431
41 C 4.2098 -1.6227 -2.8533  N40 1.460, H55 1.101, H56 1.092, H57 1.092
42 C 2.2849 -1.8537 -4.2972  N40 1.431, H58 1.100, H59 1.089, H60 1.094
43 H 0.9613 1.5396 -4.5377  C32 1.097
44 H -0.0489 1.8751 -3.1140  C32 1.099
45 H -0.0592 0.2912 -3.8859  C32 1.085
46 H 3.4039 1.8282 -3.2649  C34 1.098
47 H 3.1018 1.6796 -1.5266  C34 1.092
48 H 2.1119 2.7622 -2.4874  C34 1.093
49 H -1.0360 -0.3884 -1.6763  C38 1.097
50 H -1.5410 -2.0753 -1.8354  C38 1.091
51 H -0.9729 -1.2371 -3.2427  C38 1.092
52 H 0.1178 -2.2254 0.1438  C39 1.096
53 H 1.5473 -3.0446 -0.4945  C39 1.094
54 H -0.0539 -3.5994 -0.9702  C39 1.090
55 H 4.6609 -0.7410 -3.3342  C41 1.101
56 H 4.6413 -2.5190 -3.3050  C41 1.092
57 H 4.5111 -1.6213 -1.8034  C41 1.092
58 H 2.5579 -1.0315 -4.9750  C42 1.100
59 H 1.2067 -2.0004 -4.3326  C42 1.089
60 H 2.7336 -2.7734 -4.6835  C42 1.094
61 C -2.4008 -6.6201 -2.3978  N62 1.444, H72 1.097, H73 1.099, H74 1.085
62 N -2.8693 -5.8860 -1.2462  C61 1.444, C63 1.453, P64 1.720
63 C -1.8489 -5.7420 -0.2217  N62 1.453, H75 1.098, H76 1.092, H77 1.093
64 P -4.2828 -4.9276 -1.0384  N62 1.720, O65 1.500, N66 1.742, N69 1.720
65 O -3.7297 -3.5335 -1.0781  P64 1.500
66 N -5.3055 -4.8651 -2.4470  P64 1.742, C67 1.459, C68 1.461
67 C -4.7403 -5.0083 -3.7848  N66 1.459, H78 1.097, H79 1.090, H80 1.092
68 C -6.1806 -3.6961 -2.3982  N66 1.461, H81 1.095, H82 1.093, H83 1.091
69 N -5.2822 -6.1487 -0.3544  P64 1.720, C70 1.461, C71 1.431
70 C -5.3664 -6.1829 1.1037  N69 1.461, H84 1.101, H85 1.092, H86 1.092
71 C -5.4906 -7.4248 -0.9681  N69 1.431, H87 1.100, H88 1.089, H89 1.093
72 H -2.0163 -7.6000 -2.0895  C61 1.097
73 H -1.5970 -6.0888 -2.9262  C61 1.099
74 H -3.1858 -6.8267 -3.1175  C61 1.085
75 H -1.8711 -6.5825 0.4841  C63 1.098
76 H -1.9849 -4.8205 0.3484  C63 1.092
77 H -0.8505 -5.6967 -0.6634  C63 1.093
78 H -3.7662 -4.5162 -3.8992  C67 1.097
79 H -5.4165 -4.5871 -4.5290  C67 1.090
80 H -4.6406 -6.0615 -4.0549  C67 1.092
81 H -5.6564 -2.7784 -2.6851  C68 1.095
82 H -6.5747 -3.5497 -1.3896  C68 1.093
83 H -7.0326 -3.8406 -3.0646  C68 1.091
84 H -4.5238 -6.7246 1.5598  C70 1.101
85 H -6.2957 -6.6558 1.4288  C70 1.092
86 H -5.3697 -5.1682 1.5079  C70 1.092
87 H -4.6985 -8.1433 -0.7118  C71 1.100
88 H -5.5664 -7.3509 -2.0515  C71 1.089
89 H -6.4435 -7.8334 -0.6204  C71 1.093

Output
- net charge = 0
- SMILES = CCN[C@@H](N)[C@H](OCI)[C@H](I)CC.CN(C)P(=O)(N(C)C)N(C)C.CN(C)P(=O)(N(C)C)N(C)C

Here are the Löwdin charges for atoms 1 to 6, given in e: -0.087, -0.280, -0.014, -0.391, 0.080, -0.366

This record from the OMol25 dataset describes a 5-piece molecular cluster, C20H55N5O5 overall at a distorted geometry. The level of theory is ωB97M-V/def2-TZVPD.

Each atom is followed by the atoms it is bonded to, with distances in Å.
Positions of all 85 atoms, in Å:
1 C -17.9134 10.7125 -8.5694  O2 1.421, H7 1.094, H8 1.091, H9 1.091
2 O -17.7216 10.5192 -7.1744  C1 1.421, C3 1.426
3 C -18.6084 11.3397 -6.4164  O2 1.426, C4 1.519, H10 1.099, H11 1.096
4 C -18.4002 12.8390 -6.5482  C3 1.519, C5 1.514, N6 1.489, H12 1.091
5 C -16.9760 13.2193 -6.2045  C4 1.514, H13 1.088, H14 1.092, H15 1.096
6 N -19.3271 13.5071 -5.5930  C4 1.489, H16 1.020, H17 1.014
7 H -17.6686 11.7325 -8.8789  C1 1.094
8 H -18.9321 10.3998 -8.8014  C1 1.091
9 H -17.1655 10.1046 -9.0805  C1 1.091
10 H -19.6301 11.0088 -6.6487  C3 1.099
11 H -18.4228 11.0771 -5.3683  C3 1.096
12 H -18.7151 13.1759 -7.5366  C4 1.091
13 H -16.7601 14.2721 -6.3755  C5 1.088
14 H -16.2539 12.5936 -6.7343  C5 1.092
15 H -16.7732 13.0247 -5.1448  C5 1.096
16 H -19.4114 12.9358 -4.7517  N6 1.020
17 H -20.2595 13.4844 -5.9904  N6 1.014
18 C -22.1078 12.4159 -12.5955  O19 1.411, H24 1.099, H25 1.089, H26 1.093
19 O -22.0467 11.1079 -12.0687  C18 1.411, C20 1.419
20 C -21.1879 11.0190 -10.9431  O19 1.419, C21 1.534, H27 1.100, H28 1.096
21 C -21.5323 9.7198 -10.2048  C20 1.534, C22 1.519, N23 1.477, H29 1.093
22 C -21.4634 8.4763 -11.0743  C21 1.519, H30 1.090, H31 1.088, H32 1.094
23 N -22.8825 9.7976 -9.6115  C21 1.477, H33 1.019, H34 1.018
24 H -22.3664 13.1500 -11.8190  C18 1.099
25 H -22.9357 12.4838 -13.2998  C18 1.089
26 H -21.1477 12.6590 -13.0578  C18 1.093
27 H -20.1566 11.0005 -11.3240  C20 1.100
28 H -21.3526 11.8427 -10.2397  C20 1.096
29 H -20.8194 9.6157 -9.3822  C21 1.093
30 H -22.2515 8.4501 -11.8272  C22 1.090
31 H -21.5264 7.6102 -10.4187  C22 1.088
32 H -20.5374 8.4268 -11.6538  C22 1.094
33 H -23.5149 10.0205 -10.3794  N23 1.019
34 H -22.9704 10.6107 -9.0058  N23 1.018
35 C -23.9353 14.3931 -6.9676  O36 1.412, H41 1.091, H42 1.090, H43 1.097
36 O -24.0680 13.5202 -5.8664  C35 1.412, C37 1.397
37 C -23.1505 12.4674 -5.8338  O36 1.397, C38 1.516, H44 1.101, H45 1.092
38 C -23.5522 11.3179 -6.7363  C37 1.516, C39 1.526, N40 1.480, H46 1.094
39 C -24.7878 10.5953 -6.2072  C38 1.526, H47 1.096, H48 1.093, H49 1.090
40 N -22.3817 10.4253 -6.8921  C38 1.480, H50 1.016, H51 1.015
41 H -23.7112 15.3944 -6.5954  C35 1.091
42 H -24.8491 14.3948 -7.5624  C35 1.090
43 H -23.1120 14.0904 -7.6263  C35 1.097
44 H -22.1566 12.8258 -6.1434  C37 1.101
45 H -22.9946 12.1198 -4.8101  C37 1.092
46 H -23.7513 11.6483 -7.7596  C38 1.094
47 H -25.6079 11.3206 -6.1611  C39 1.096
48 H -24.6593 10.1973 -5.1970  C39 1.093
49 H -25.1007 9.7573 -6.8308  C39 1.090
50 H -22.0224 10.0958 -6.0002  N40 1.016
51 H -22.6312 9.5765 -7.3903  N40 1.015
52 C -20.8425 11.9578 -2.4396  O53 1.390, H58 1.089, H59 1.106, H60 1.098
53 O -19.7768 12.8485 -2.5044  C52 1.390, C54 1.422
54 C -20.0640 14.1564 -2.0253  O53 1.422, C55 1.529, H61 1.102, H62 1.099
55 C -18.7519 14.9364 -1.9321  C54 1.529, C56 1.531, N57 1.452, H63 1.093
56 C -18.9297 16.1871 -1.0670  C55 1.531, H64 1.090, H65 1.093, H66 1.091
57 N -18.2441 15.3179 -3.2380  C55 1.452, H67 1.013, H68 1.014
58 H -20.5169 10.9788 -2.0901  C52 1.089
59 H -21.3529 11.7781 -3.4040  C52 1.106
60 H -21.6784 12.3369 -1.8378  C52 1.098
61 H -20.7422 14.6941 -2.7072  C54 1.102
62 H -20.5783 14.0622 -1.0592  C54 1.099
63 H -18.0759 14.2800 -1.3777  C55 1.093
64 H -19.0843 15.9442 -0.0156  C56 1.090
65 H -19.7388 16.8282 -1.4258  C56 1.093
66 H -18.0041 16.7595 -1.1370  C56 1.091
67 H -18.0131 14.4926 -3.7789  N57 1.013
68 H -18.9714 15.7835 -3.7689  N57 1.014
69 C -17.3416 3.9774 -5.9004  O70 1.417, H75 1.095, H76 1.088, H77 1.093
70 O -16.3851 4.7621 -6.5920  C69 1.417, C71 1.414
71 C -16.2487 6.0823 -6.1055  O70 1.414, C72 1.518, H78 1.097, H79 1.096
72 C -17.5232 6.9077 -6.0993  C71 1.518, C73 1.517, N74 1.492, H80 1.091
73 C -18.0691 7.1401 -7.4953  C72 1.517, H81 1.092, H82 1.096, H83 1.090
74 N -17.1878 8.1899 -5.4130  C72 1.492, H84 1.019, H85 1.022
75 H -17.4618 4.3318 -4.8709  C69 1.095
76 H -16.9668 2.9568 -5.8648  C69 1.088
77 H -18.3100 4.0214 -6.4055  C69 1.093
78 H -15.7767 6.0771 -5.1148  C71 1.097
79 H -15.5242 6.5959 -6.7475  C71 1.096
80 H -18.2468 6.4050 -5.4555  C72 1.091
81 H -19.0012 7.7057 -7.4274  C73 1.092
82 H -18.2972 6.1847 -7.9806  C73 1.096
83 H -17.3651 7.6710 -8.1357  C73 1.090
84 H -18.0746 8.5156 -5.0311  N74 1.019
85 H -17.0165 8.9047 -6.1227  N74 1.022

Output
- net charge = 0
- SMILES = COC[C@H](C)N.COC[C@H](C)N.COC[C@H](C)N.COC[C@H](C)N.COC[C@H](C)N

Here are the Löwdin charges for atoms 1 to 6, given in e: -0.084, -0.237, -0.205, -0.419, -0.051, 0.058

Let's list energy above the lowest of the compared OMol25 structures with the same formula, charge and spin in order: 193.82 46.85 kJ/mol.
Let's list Kohn-Sham gap in order: 0.3072 0.3458 Ha.
Let's list E_HOMO in order: -7.776 -8.982 eV.